1.
Below is a cluster of 3 separate species, C27H46ClN6O3P in total in a non-equilibrium geometry, with properties calculated with wB97M-V/def2-TZVPD.

Computed properties:
spin multiplicity = 1
HOMO energy = -0.30137 hartree
LUMO energy = 0.4 eV
largest force on an atom = 1.77 eV Å⁻¹
E = -65636.7010 eV
SMILES = C#CC[C@@]1([C@@H](Cl)CC)C(=O)N[C@](CCC)(P(C)O)[C@]1(CC(N)(N)N)OCCC.c1cc[nH]c1.c1cc[nH]c1

Last columns: bonded neighbours and bond lengths (Å).
Atoms and positions in Å:
1 C -0.57751 -2.60244 -1.44656  C2 1.201, H29 1.064
2 C -0.19233 -1.79893 -0.64166  C1 1.201, C3 1.469
3 C 0.38686 -0.72135 0.17092  C2 1.469, C4 1.547, H30 1.089, H31 1.090
4 C -0.61814 0.27740 0.79306  C3 1.547, C5 1.556, C9 1.560, C19 1.582
5 C -1.45483 1.03357 -0.27837  C4 1.556, Cl6 1.811, C7 1.538, H32 1.083
6 Cl -0.67025 1.06909 -1.91058  C5 1.811
7 C -2.93140 0.64364 -0.46372  C5 1.538, C8 1.527, H33 1.096, H34 1.089
8 C -3.26721 -0.60217 -1.28053  C7 1.527, H35 1.085, H36 1.095, H37 1.088
9 C -1.56978 -0.54379 1.71680  C4 1.560, O10 1.209, N11 1.380
10 O -2.17532 -1.55342 1.44061  C9 1.209
11 N -1.68024 0.04307 2.96070  C9 1.380, C12 1.487, H38 1.007
12 C -0.88725 1.29394 3.09226  N11 1.487, C13 1.550, P16 1.929, C19 1.547
13 C -0.23566 1.41054 4.49349  C12 1.550, C14 1.545, H39 1.097, H40 1.085
14 C -0.64627 2.52194 5.48487  C13 1.545, C15 1.567, H41 1.087, H42 1.083
15 C 0.24808 2.35505 6.76086  C14 1.567, H43 1.090, H44 1.087, H45 1.093
16 P -2.11812 2.77773 3.01397  C12 1.929, C17 1.856, O18 1.662
17 C -3.61126 1.95660 3.75054  P16 1.856, H46 1.092, H47 1.093, H48 1.085
18 O -2.64182 2.99359 1.45156  P16 1.662, H49 0.963
19 C 0.08250 1.17338 1.89289  C4 1.582, C12 1.547, C20 1.568, O25 1.450
20 C 1.53840 0.69169 2.21963  C19 1.568, C21 1.578, H50 1.085, H51 1.091
21 C 1.93348 -0.58342 3.06110  C20 1.578, N22 1.480, N23 1.434, N24 1.487
22 N 2.68516 -0.21281 4.28079  C21 1.480, H52 1.011, H53 1.010
23 N 0.92587 -1.51297 3.48247  C21 1.434, H54 1.006, H55 1.002
24 N 2.86761 -1.35669 2.19970  C21 1.487, H56 1.010, H57 1.009
25 O 0.24399 2.57888 1.57697  C19 1.450, C26 1.402
26 C 1.03416 2.97461 0.48803  O25 1.402, C27 1.538, H58 1.094, H59 1.096
27 C 1.14994 4.50653 0.55265  C26 1.538, C28 1.549, H60 1.087, H61 1.089
28 C 1.71865 4.92709 1.93113  C27 1.549, H62 1.089, H63 1.093, H64 1.091
29 H -1.08024 -3.33837 -2.02788  C1 1.064
30 H 1.13877 -0.18450 -0.40497  C3 1.089
31 H 0.95408 -1.22607 0.95241  C3 1.090
32 H -1.46124 2.08172 -0.00729  C5 1.083
33 H -3.36965 1.48554 -1.01178  C7 1.096
34 H -3.45745 0.63373 0.48958  C7 1.089
35 H -3.06388 -1.53194 -0.75951  C8 1.085
36 H -4.34162 -0.57640 -1.48963  C8 1.095
37 H -2.76759 -0.60047 -2.24711  C8 1.088
38 H -1.76172 -0.58072 3.74650  N11 1.007
39 H -0.44640 0.47675 5.02912  C13 1.097
40 H 0.84163 1.51439 4.41297  C13 1.085
41 H -1.66706 2.42161 5.84508  C14 1.087
42 H -0.44111 3.51466 5.10233  C14 1.083
43 H 1.16191 1.79899 6.54934  C15 1.090
44 H 0.47956 3.31892 7.20746  C15 1.087
45 H -0.29546 1.77462 7.51080  C15 1.093
46 H -4.20424 2.77740 4.15952  C17 1.092
47 H -4.21522 1.46697 2.98283  C17 1.093
48 H -3.35339 1.27233 4.55253  C17 1.085
49 H -3.53578 2.66249 1.31400  O18 0.963
50 H 2.06502 0.60130 1.27487  C20 1.085
51 H 1.99064 1.55839 2.70391  C20 1.091
52 H 3.22308 0.62909 4.12880  N22 1.011
53 H 2.07849 -0.10686 5.08121  N22 1.010
54 H 0.42034 -1.99601 2.75896  N23 1.006
55 H 0.36434 -1.23805 4.26580  N23 1.002
56 H 2.71210 -2.33846 2.37962  N24 1.010
57 H 3.81666 -1.12088 2.44635  N24 1.009
58 H 0.60147 2.72325 -0.48455  C26 1.094
59 H 2.05982 2.58866 0.47479  C26 1.096
60 H 1.82063 4.85333 -0.22985  C27 1.087
61 H 0.15612 4.94543 0.47647  C27 1.089
62 H 0.92197 5.13040 2.64565  C28 1.089
63 H 2.33840 4.13877 2.36575  C28 1.093
64 H 2.34046 5.82102 1.86261  C28 1.091
65 C -2.29158 -1.66547 -5.24114  C66 1.422, C69 1.369, H70 1.077
66 C -2.04658 -2.31692 -6.48098  C65 1.422, C67 1.369, H71 1.077
67 C -0.68985 -2.43075 -6.62061  C66 1.369, N68 1.371, H72 1.076
68 N -0.10727 -1.87262 -5.51215  C67 1.371, C69 1.368, H73 1.003
69 C -1.07570 -1.40543 -4.66718  C65 1.369, N68 1.368, H74 1.077
70 H -3.25128 -1.41765 -4.81895  C65 1.077
71 H -2.78241 -2.66233 -7.18773  C66 1.077
72 H -0.09619 -2.85831 -7.40953  C67 1.076
73 H 0.87849 -1.81442 -5.33908  N68 1.003
74 H -0.81792 -0.93365 -3.73389  C69 1.077
75 C 2.64958 -6.07445 -7.93866  C76 1.422, C79 1.369, H80 1.077
76 C 4.00180 -5.65734 -8.07391  C75 1.422, C77 1.369, H81 1.077
77 C 4.04369 -4.31544 -7.80868  C76 1.369, N78 1.369, H82 1.076
78 N 2.76973 -3.90666 -7.51896  C77 1.369, C79 1.369, H83 1.002
79 C 1.91371 -4.97294 -7.59430  C75 1.369, N78 1.369, H84 1.076
80 H 2.26263 -7.06980 -8.07769  C75 1.077
81 H 4.84573 -6.27279 -8.33647  C76 1.077
82 H 4.86510 -3.61985 -7.80113  C77 1.076
83 H 2.50509 -2.96711 -7.29133  N78 1.002
84 H 0.86247 -4.85745 -7.39788  C79 1.076

2.
Below is a cluster of 6 separate species, C27H46N3O15 in total in a non-equilibrium geometry, with properties calculated with wB97M-V/def2-TZVPD.

Computed properties:
spin multiplicity = 1
HOMO energy = -0.43524 hartree
net charge = +1
LUMO energy = -6.2 eV
largest force on an atom = 3.73 eV Å⁻¹
E = -63920.1697 eV

Last columns: bonded neighbours and bond lengths (Å).
Atoms and positions in Å:
1 C 2.11234 6.97027 0.17663  C2 1.553, H11 1.103, H12 1.096, H13 1.099
2 C 2.00763 6.16825 -1.14929  C1 1.553, C3 1.542, H14 1.103, H15 1.097
3 C 1.71016 4.66821 -0.95314  C2 1.542, C4 1.550, H16 1.108, H17 1.100
4 C 0.37177 4.36468 -0.23324  C3 1.550, C5 1.544, H18 1.101, H19 1.102
5 C -0.87188 5.01804 -0.87506  C4 1.544, C6 1.595, N10 1.479, H20 1.095
6 C -2.24066 4.45611 -0.28068  C5 1.595, N7 1.506, H21 1.092, H22 1.101
7 N -2.83694 5.62459 0.45873  C6 1.506, C8 1.435, H23 1.022
8 C -2.35072 6.67965 -0.38411  N7 1.435, N9 1.329, N10 1.429
9 N -3.03497 7.65820 -0.96709  C8 1.329, H24 1.008, H25 1.010
10 N -0.95129 6.46323 -0.57271  C5 1.479, C8 1.429, H26 1.023
11 H 1.36176 6.67852 0.93034  C1 1.103
12 H 2.07177 8.05088 -0.00371  C1 1.096
13 H 3.09360 6.74456 0.61785  C1 1.099
14 H 1.26448 6.65487 -1.80287  C2 1.103
15 H 2.96816 6.25254 -1.67290  C2 1.097
16 H 1.68588 4.14031 -1.92650  C3 1.108
17 H 2.51083 4.26510 -0.31554  C3 1.100
18 H 0.38056 4.62575 0.83681  C4 1.101
19 H 0.21603 3.27551 -0.30216  C4 1.102
20 H -0.92406 4.89312 -1.96183  C5 1.095
21 H -2.18592 3.54208 0.31404  C6 1.092
22 H -2.99286 4.28765 -1.06647  C6 1.101
23 H -2.24079 5.62278 1.28942  N7 1.022
24 H -3.21039 8.56246 -0.55685  N9 1.008
25 H -3.34449 7.51429 -1.91792  N9 1.010
26 H -0.53263 6.78239 0.30403  N10 1.023
27 C -2.98065 -1.62078 1.82808  C28 1.509, H34 1.090, H35 1.090, H36 1.093
28 C -2.74137 -0.36544 2.63057  C27 1.509, C29 1.503, O33 1.441, H37 1.094
29 C -3.16373 0.90573 1.94798  C28 1.503, O30 1.438, H38 1.088, H39 1.095
30 O -2.29599 1.87583 2.55994  C29 1.438, C31 1.357
31 C -1.17120 1.21562 2.93622  O30 1.357, O32 1.187, O33 1.353
32 O -0.17700 1.74799 3.30513  C31 1.187
33 O -1.33409 -0.12235 2.82410  C28 1.441, C31 1.353
34 H -2.47670 -2.46983 2.29104  C27 1.090
35 H -4.04638 -1.83770 1.76309  C27 1.090
36 H -2.57875 -1.52673 0.81629  C27 1.093
37 H -3.20320 -0.45973 3.61743  C28 1.094
38 H -4.20839 1.15603 2.12230  C29 1.088
39 H -2.96987 0.89721 0.87070  C29 1.095
40 C 4.29059 1.27774 -5.98167  C41 1.511, H47 1.090, H48 1.090, H49 1.092
41 C 4.39724 1.91470 -4.61591  C40 1.511, C42 1.505, O46 1.437, H50 1.094
42 C 3.10133 1.98734 -3.85461  C41 1.505, O43 1.435, H51 1.089, H52 1.094
43 O 3.32145 3.11768 -2.99792  C42 1.435, C44 1.360
44 C 4.21147 3.92591 -3.63395  O43 1.360, O45 1.186, O46 1.353
45 O 4.47684 5.02781 -3.28631  C44 1.186
46 O 4.74442 3.30556 -4.71142  C41 1.437, C44 1.353
47 H 5.20794 1.43667 -6.54829  C40 1.090
48 H 4.11213 0.20585 -5.89616  C40 1.090
49 H 3.47870 1.72280 -6.55990  C40 1.092
50 H 5.17570 1.41690 -4.02977  C41 1.094
51 H 2.90273 1.09074 -3.26951  C42 1.089
52 H 2.23797 2.20004 -4.49168  C42 1.094
53 C 2.50830 0.12112 2.45475  C54 1.510, H60 1.091, H61 1.088, H62 1.092
54 C 2.09583 -1.02595 1.56423  C53 1.510, C55 1.504, O59 1.438, H63 1.095
55 C 2.21902 -2.38725 2.19200  C54 1.504, O56 1.434, H64 1.088, H65 1.093
56 O 2.40145 -3.22645 1.04342  C55 1.434, C57 1.356
57 C 2.97912 -2.46567 0.08149  O56 1.356, O58 1.187, O59 1.355
58 O 3.42826 -2.89270 -0.93055  C57 1.187
59 O 2.97501 -1.15688 0.43371  C54 1.438, C57 1.355
60 H 2.58077 1.04303 1.87667  C53 1.091
61 H 1.78654 0.26759 3.25598  C53 1.088
62 H 3.49152 -0.05390 2.89597  C53 1.092
63 H 1.08405 -0.85539 1.18051  C54 1.095
64 H 1.33135 -2.68059 2.74933  C55 1.088
65 H 3.09678 -2.48631 2.83535  C55 1.093
66 C 3.92154 -5.86499 -0.74197  C67 1.511, H73 1.090, H74 1.090, H75 1.088
67 C 3.81624 -7.28633 -0.24005  C66 1.511, C68 1.504, O72 1.436, H76 1.095
68 C 2.57649 -8.01583 -0.67974  C67 1.504, O69 1.432, H77 1.089, H78 1.094
69 O 2.40614 -8.97503 0.36979  C68 1.432, C70 1.358
70 C 2.96388 -8.44324 1.48833  O69 1.358, O71 1.185, O72 1.357
71 O 2.84180 -8.89279 2.57741  C70 1.185
72 O 3.67362 -7.32650 1.18821  C67 1.436, C70 1.357
73 H 4.72714 -5.33830 -0.23131  C66 1.090
74 H 4.11413 -5.84333 -1.81471  C66 1.090
75 H 3.00722 -5.31058 -0.54218  C66 1.088
76 H 4.72033 -7.84655 -0.50058  C67 1.095
77 H 2.69300 -8.51120 -1.64217  C68 1.089
78 H 1.69034 -7.37562 -0.70893  C68 1.094
79 C -6.41831 -5.97348 0.35659  C80 1.511, H86 1.090, H87 1.090, H88 1.091
80 C -6.30634 -5.30221 1.70556  C79 1.511, C81 1.505, O85 1.438, H89 1.094
81 C -7.59972 -5.20456 2.46804  C80 1.505, O82 1.434, H90 1.088, H91 1.093
82 O -7.37160 -4.05429 3.29260  C81 1.434, C83 1.352
83 C -6.48753 -3.26642 2.63957  O82 1.352, O84 1.188, O85 1.356
84 O -6.21578 -2.15433 2.95758  C83 1.188
85 O -5.95458 -3.91396 1.57422  C80 1.438, C83 1.356
86 H -5.50155 -5.83285 -0.21662  C79 1.090
87 H -6.60053 -7.04194 0.46985  C79 1.090
88 H -7.23011 -5.54067 -0.23058  C79 1.091
89 H -5.52802 -5.78767 2.30250  C80 1.094
90 H -7.80213 -6.08352 3.07676  C81 1.088
91 H -8.46231 -5.00401 1.82737  C81 1.093

3.
Below is the molecule C27H46O2, with properties calculated with wB97M-V/def2-TZVPD.

Computed properties:
spin multiplicity = 1
HOMO energy = -0.28287 hartree
LUMO energy = 0.7 eV
largest force on an atom = 0.84 eV Å⁻¹
E = -32842.1151 eV
SMILES = Cc1cc(O)cc2c1O[C@](C)(CCC[C@H](C)CCC[C@H](C)CCCC(C)C)CC2

Last columns: bonded neighbours and bond lengths (Å).
Atoms and positions in Å:
1 C 1.35384 -4.11552 -2.63851  C2 1.497, H30 1.089, H31 1.087, H32 1.089
2 C 2.33752 -3.15518 -3.23169  C1 1.497, C3 1.383, C8 1.401
3 C 2.42375 -2.95415 -4.59729  C2 1.383, C4 1.389, H33 1.083
4 C 3.34220 -2.05784 -5.12986  C3 1.389, O5 1.367, C6 1.385
5 O 3.45340 -1.84757 -6.47617  C4 1.367, H34 0.964
6 C 4.17080 -1.34580 -4.27820  C4 1.385, C7 1.387, H35 1.079
7 C 4.10047 -1.52603 -2.90474  C6 1.387, C8 1.393, C29 1.504
8 C 3.18992 -2.44094 -2.37985  C2 1.401, C7 1.393, O9 1.366
9 O 3.04544 -2.69048 -1.04458  C8 1.366, C10 1.425
10 C 4.06114 -2.20121 -0.17319  O9 1.425, C11 1.536, C12 1.539, C28 1.534
11 C 5.27903 -3.13389 -0.24660  C10 1.536, H36 1.088, H37 1.087, H38 1.087
12 C 3.46411 -2.27142 1.24315  C10 1.539, C13 1.528, H39 1.092, H40 1.091
13 C 2.22585 -1.40031 1.44836  C12 1.528, C14 1.528, H41 1.090, H42 1.092
14 C 1.52976 -1.73993 2.76507  C13 1.528, C15 1.535, H43 1.093, H44 1.092
15 C 0.35366 -0.81328 3.10237  C14 1.535, C16 1.528, C17 1.533, H45 1.096
16 C -0.03806 -1.00117 4.56760  C15 1.528, H46 1.088, H47 1.088, H48 1.086
17 C -0.83894 -1.07328 2.17530  C15 1.533, C18 1.528, H49 1.091, H50 1.093
18 C -1.93614 -0.01473 2.27726  C17 1.528, C19 1.527, H51 1.091, H52 1.091
19 C -3.02272 -0.24002 1.22777  C18 1.527, C20 1.533, H53 1.092, H54 1.093
20 C -4.23526 0.68585 1.37949  C19 1.533, C21 1.529, C22 1.536, H55 1.098
21 C -5.29125 0.32525 0.33431  C20 1.529, H56 1.087, H57 1.088, H58 1.088
22 C -3.88838 2.18159 1.32630  C20 1.536, C23 1.527, H59 1.092, H60 1.092
23 C -3.19784 2.64146 0.04397  C22 1.527, C24 1.530, H61 1.090, H62 1.091
24 C -2.77216 4.11062 0.09194  C23 1.530, C25 1.533, H63 1.094, H64 1.094
25 C -3.90987 5.12872 0.23165  C24 1.533, C26 1.528, C27 1.527, H65 1.095
26 C -3.32217 6.53736 0.31073  C25 1.528, H66 1.088, H67 1.088, H68 1.088
27 C -4.89750 5.04333 -0.92932  C25 1.527, H69 1.087, H70 1.088, H71 1.088
28 C 4.43874 -0.76804 -0.56711  C10 1.534, C29 1.525, H72 1.091, H73 1.090
29 C 4.99065 -0.73177 -1.98852  C7 1.504, C28 1.525, H74 1.094, H75 1.092
30 H 0.63424 -3.57918 -2.02146  C1 1.089
31 H 0.82084 -4.65864 -3.41432  C1 1.087
32 H 1.86915 -4.82331 -1.99155  C1 1.089
33 H 1.76771 -3.50649 -5.25807  C3 1.083
34 H 2.81615 -2.40405 -6.93872  O5 0.964
35 H 4.87318 -0.64282 -4.69758  C6 1.079
36 H 5.02100 -4.10789 0.16277  C11 1.088
37 H 5.58916 -3.27500 -1.27877  C11 1.087
38 H 6.10779 -2.72154 0.32263  C11 1.087
39 H 3.18475 -3.31147 1.42412  C12 1.092
40 H 4.23798 -1.99835 1.96262  C12 1.091
41 H 1.54970 -1.56537 0.60933  C13 1.090
42 H 2.50700 -0.34554 1.46154  C13 1.092
43 H 2.26753 -1.67120 3.56882  C14 1.093
44 H 1.17374 -2.77206 2.73346  C14 1.092
45 H 0.68243 0.22324 2.96270  C15 1.096
46 H -0.37933 -2.01996 4.73940  C16 1.088
47 H 0.81407 -0.81196 5.21703  C16 1.088
48 H -0.83425 -0.31834 4.85055  C16 1.086
49 H -0.48706 -1.09575 1.14242  C17 1.091
50 H -1.25886 -2.05630 2.40154  C17 1.093
51 H -2.39254 -0.04105 3.26826  C18 1.091
52 H -1.48694 0.97025 2.13976  C18 1.091
53 H -2.59536 -0.12597 0.22975  C19 1.092
54 H -3.37564 -1.27168 1.30954  C19 1.093
55 H -4.67014 0.50144 2.37030  C20 1.098
56 H -4.88479 0.40818 -0.67056  C21 1.087
57 H -6.15263 0.98475 0.41517  C21 1.088
58 H -5.63109 -0.69842 0.47653  C21 1.088
59 H -3.24979 2.42752 2.17742  C22 1.092
60 H -4.81965 2.73815 1.45052  C22 1.092
61 H -3.85389 2.47946 -0.81085  C23 1.090
62 H -2.29764 2.04495 -0.11441  C23 1.091
63 H -2.08492 4.24606 0.93168  C24 1.094
64 H -2.21855 4.33865 -0.82318  C24 1.094
65 H -4.44830 4.93408 1.16471  C25 1.095
66 H -2.62754 6.61893 1.14404  C26 1.088
67 H -4.11000 7.27455 0.44912  C26 1.088
68 H -2.78671 6.77674 -0.60596  C26 1.088
69 H -5.41795 4.08943 -0.93381  C27 1.087
70 H -4.37747 5.15914 -1.87826  C27 1.088
71 H -5.64227 5.83241 -0.84886  C27 1.088
72 H 3.53879 -0.15255 -0.52695  C28 1.091
73 H 5.16368 -0.36976 0.14337  C28 1.090
74 H 6.00691 -1.13565 -2.01494  C29 1.094
75 H 5.04749 0.30074 -2.34048  C29 1.092